(1)
C20H17ClN3O3P | ωB97M-V/def2-TZVPD

Geometry (Å):
N -4.23770 -1.92044 5.49488
O 3.66645 3.29405 -2.96150
O -0.45819 1.62381 -2.15660
Cl 1.27162 1.66348 5.10315
C -3.83629 -1.73070 4.37574
O -1.39710 2.32388 0.18432
C 2.69499 2.92748 -2.46744
C 2.56226 2.46088 -1.08285
C 1.57266 2.03485 -0.24025
C -3.16714 -1.48996 3.08963
C -2.08936 -2.27326 2.71239
C 3.56313 1.99922 3.56412
C 1.42811 1.55341 2.40512
C 4.11131 2.25658 2.21901
C -0.89993 -2.94172 0.56705
C -1.10440 -0.60702 1.06591
C 0.20725 -1.35094 -0.77486
C 2.14419 1.78828 3.58503
C 2.04594 1.90927 1.16786
C -1.48648 -1.97130 1.46423
C 3.35776 2.18422 1.08013
C -0.01236 -2.68095 -0.42804
C -0.41380 -0.35089 -0.10726
N 1.72066 3.12432 -3.43761
N 3.64839 2.61489 -0.18847
C -1.14013 3.69969 -0.22493
C 0.66899 -3.78429 -1.30411
P -0.22019 1.45900 -0.66387
H -3.73209 -0.91865 2.27124
H -1.73570 -3.13172 3.20189
H 4.02075 2.00541 4.57383
H 0.32267 1.43973 2.47597
H 5.19731 2.56650 2.04562
H -1.12906 -3.95808 0.77182
H -1.39319 0.20738 1.57529
H 0.92827 -1.10939 -1.56871
H 0.94300 2.44993 -3.40719
H 2.21858 3.30097 -4.33836
H 4.51281 3.01471 -0.39310
H -0.13178 3.99730 0.20163
H -1.84400 4.36826 0.31376
H -1.09271 3.86594 -1.32283
H 0.29786 -3.76883 -2.28039
H 1.67435 -3.52845 -1.53465
H 0.55522 -4.80389 -0.81366

Values from the calculation:
DFT total energy   -53437.753 eV
Relative energy (zero: lowest compared OMol25 entry of this formula, charge and spin)   25.92 kcal per mole
E_HOMO   -8.94 eV
Total charge   0
Multiplicity   1
Gap between HOMO and LUMO   0.301 Eh

***

(2)
C20H17ClY | ωB97M-V/def2-TZVPD

Geometry (Å):
C 0.86070 -1.81180 0.67508
C 0.94156 -1.79780 -0.75292
C -0.39207 -1.89968 -1.27410
H 1.85984 -1.75217 -1.34130
C -1.28664 -2.02001 -0.15322
C -0.50897 -1.95743 1.04252
H -0.87783 -2.08655 2.05944
H 1.70982 -1.82548 1.35479
H -0.65898 -1.94838 -2.33278
H -2.36485 -2.19142 -0.21225
Y -0.21280 0.25915 -0.14082
Cl 2.09266 1.14612 0.10506
C 0.09743 2.76996 -4.26520
C -1.13426 2.12925 -4.60869
C -0.82365 0.89784 -5.26747
H -2.13335 2.52777 -4.43911
C 0.60123 0.77853 -5.33208
C 1.16992 1.93668 -4.71321
H 2.23270 2.16101 -4.63468
H 0.20183 3.74148 -3.78476
H -1.54210 0.19330 -5.68418
H 1.15401 -0.03159 -5.80586
C -2.36428 0.30712 5.80398
C -1.13894 -0.01829 5.19120
C -0.95517 0.18653 3.83059
C -2.04064 0.60596 2.99813
C -1.99756 0.65651 1.59435
C -3.09203 0.98470 0.83029
C -4.31905 1.36907 1.46716
C -4.42641 1.31688 2.84196
C -3.31723 0.92088 3.63756
C -3.42835 0.76302 5.03596
H -2.49175 0.20852 6.88126
H -0.34215 -0.42371 5.80425
H 0.01484 -0.00143 3.36214
H -3.02795 0.95588 -0.26981
H -5.16154 1.68252 0.85001
H -5.37016 1.54411 3.34424
H -4.39282 1.00624 5.49528

Values from the calculation:
DFT total energy   -34582.666 eV
E_HOMO   -3.04 eV
Total charge   -1
Multiplicity   1
Gap between HOMO and LUMO   0.202 Eh

***

(3)
C20H17FN4O3S | ωB97M-V/def2-TZVPD

Geometry (Å):
C -4.01207 -1.80578 1.48852
C -2.43533 -1.57866 1.64546
O -1.99473 -0.91804 2.59696
N -1.75852 -2.10137 0.60605
C -0.41106 -2.14558 0.30441
C 0.36580 -1.58084 1.50184
C 1.68392 -1.49339 1.35858
C 2.24336 -1.66195 -0.18104
C 1.38239 -2.16770 -1.13501
C 0.12832 -2.40151 -0.78692
H -0.62409 -2.56308 -1.51666
H 1.75192 -2.33950 -2.10444
S 3.99213 -1.61063 -0.62477
O 4.80111 -2.44268 -0.05163
O 4.01527 -1.06742 -2.01981
N 4.41728 -0.17008 0.58432
C 3.93467 0.92907 0.46986
N 2.59634 1.07156 0.11346
C 2.10197 2.40298 0.04599
C 2.64110 3.49431 0.65038
C 3.95816 3.29383 0.77718
N 4.50657 2.22580 0.98701
H 4.60376 4.24927 1.24972
H 2.10763 4.44929 0.77065
C 0.57532 2.47919 -0.43084
C 0.05689 1.27639 -0.76102
C -1.43226 0.89671 -1.00961
C -2.41957 1.93102 -0.36561
C -3.87682 1.49350 -0.45781
C -4.13245 0.54707 -1.44038
C -3.17685 0.00069 -2.25522
C -1.88439 0.10686 -2.07613
H -1.05997 -0.36425 -2.47409
H -3.49295 -0.96920 -2.96953
H -5.24511 0.33371 -1.70182
H -4.49233 2.28800 0.02658
F -2.12204 2.69829 0.42535
H 0.60346 0.44939 -0.78799
H 0.02777 3.24996 0.10540
H 5.34406 -0.02481 0.82370
H 2.52308 -1.07627 2.11282
H -0.12214 -1.13981 2.64734
H -2.40582 -2.51659 -0.12109
H -4.68007 -1.55033 2.26666
H -4.47707 -1.24209 0.41712
H -4.10665 -2.93534 1.29609

Values from the calculation:
DFT total energy   -46658.081 eV
SMILES   CC(=O)Nc1ccc(S(=O)(=O)Nc2nccc(/C=C/c3ccccc3F)n2)cc1
E_HOMO   -8.16 eV
Total charge   0
Multiplicity   1
Gap between HOMO and LUMO   0.295 Eh